{
  "formula": "C4H7N",
  "method": "ωB97M-V/def2-TZVPD",
  "homo_lumo_gap_ev": 10.397,
  "total_energy_ev": -5748.8545,
  "e_lumo_ha": 0.0406,
  "elements": ["H", "H", "C", "H", "H", "H", "C", "C", "N", "H", "C", "H"],
  "coordinates": [[-3.0620, -0.1514, 0.9430], [1.1733, 1.5303, -0.9649], [0.4208, -0.1138, 0.0455], [2.3280, -0.8493, -0.5795], [-0.2831, 1.9775, -0.0758], [1.1148, -2.0984, -0.4139], [0.6243, 1.2863, -0.1249], [1.3356, -1.0564, -0.2051], [-2.0132, 0.0060, 0.9104], [-1.6109, -1.4870, -0.4372], [-1.2782, -0.7107, 0.2502], [1.2505, 1.6670, 0.6524]]
}

{
  "formula": "C4H7N",
  "method": "ωB97M-V/def2-TZVPD",
  "homo_lumo_gap_ev": 10.530,
  "total_energy_ev": -5747.7658,
  "e_lumo_ha": 0.0441,
  "elements": ["C", "N", "H", "H", "H", "C", "C", "C", "H", "H", "H", "H"],
  "coordinates": [[-0.1516, 0.0600, 0.8105], [-0.2318, -1.3366, -1.6868], [-2.4007, -1.1972, -1.6508], [1.2625, 0.5128, 2.1486], [-1.0730, 0.6290, 1.1516], [-0.4320, -0.0601, -1.0099], [1.1747, 0.7324, 1.1225], [-1.4363, -0.9436, -1.5457], [1.3364, 1.7448, 0.6600], [2.0305, 0.1116, 0.6398], [-0.0353, -0.9795, 0.9825], [-0.0434, 0.7263, -1.6222]]
}

{
  "formula": "C4H7N",
  "method": "ωB97M-V/def2-TZVPD",
  "homo_lumo_gap_ev": [9.177, 7.881],
  "total_energy_ev": -5744.9705,
  "e_lumo_ha": [-0.0131, -0.0140],
  "elements": ["H", "C", "H", "H", "C", "H", "C", "H", "H", "H", "C", "N"],
  "coordinates": [[2.5287, -0.1804, 0.3543], [0.0514, 0.0121, -0.1946], [0.2735, 1.7141, 0.9421], [-0.5268, 1.9134, -0.5813], [-1.0819, -0.8016, -0.1257], [-0.9599, -1.9021, 0.0120], [0.2485, 1.4104, -0.0999], [1.5103, -1.8232, 0.2603], [1.2183, 1.7382, -0.6431], [-2.9692, -0.8991, 0.2828], [1.9398, -0.8713, -0.0982], [-2.2327, -0.3105, -0.1087]]
}

{
  "formula": "C4H7N2",
  "method": "ωB97M-V/def2-TZVPD",
  "homo_lumo_gap_ev": 8.719,
  "total_energy_ev": -7230.7518,
  "charge": 1,
  "e_lumo_ha": -0.1748,
  "elements": ["C", "H", "H", "N", "N", "H", "H", "C", "H", "H", "C", "C", "H"],
  "coordinates": [[0.2444, -1.7065, -0.7765], [1.4811, 0.3444, 1.5864], [1.2770, 0.9423, -1.4091], [-2.5380, 0.8160, 0.1253], [0.2193, -0.5732, -0.2952], [-2.7933, 1.4527, -0.6259], [-0.6574, -2.3796, -0.8166], [-1.7394, 0.1000, 0.5990], [-1.4328, -0.3031, 1.5729], [2.1201, 1.9746, 0.7840], [1.5928, 1.0059, 0.7707], [1.0536, 0.5482, -0.3506], [1.1727, -2.2216, -1.1644]]
}

{
  "formula": "C4H7N2",
  "method": "ωB97M-V/def2-TZVPD",
  "homo_lumo_gap_ev": 9.500,
  "total_energy_ev": -7231.3398,
  "charge": 1,
  "e_lumo_ha": -0.1823,
  "elements": ["H", "H", "C", "H", "N", "H", "H", "C", "H", "C", "N", "C", "H"],
  "coordinates": [[0.0376, -0.3794, 2.8966], [-0.6680, 2.2460, 1.3976], [0.8186, 0.0495, -2.5427], [1.0828, -1.0912, -0.0354], [0.4682, 0.4103, -1.3933], [1.0095, 0.8339, -3.2587], [-1.7029, -0.5350, 2.3202], [-0.7228, -0.0962, 2.1780], [0.9394, -0.9810, -2.8627], [-0.5972, 1.1811, 1.4607], [-0.2767, 0.1597, 0.8026], [0.1903, -0.5233, -0.3526], [-0.5789, -1.2745, -0.6104]]
}

{
  "formula": "C4H7N2",
  "method": "ωB97M-V/def2-TZVPD",
  "homo_lumo_gap_ev": [7.133, 7.133],
  "total_energy_ev": -7230.5962,
  "charge": 1,
  "e_lumo_ha": [-0.2021, -0.2021],
  "elements": ["H", "N", "H", "C", "C", "C", "C", "H", "H", "H", "H", "H", "N"],
  "coordinates": [[1.0505, -1.7873, -0.9269], [-1.5777, -0.1941, -0.0862], [-2.4536, 1.3559, -1.0147], [0.6900, -1.0982, -0.0894], [-2.0194, 0.9362, -0.1449], [0.8343, 1.2918, 0.4389], [-0.7318, -1.0815, 0.2320], [0.6207, 0.9395, 1.4364], [-1.1976, -1.8712, 0.9061], [1.1475, 2.2563, 0.2159], [1.3789, 0.3456, -1.3230], [1.2348, -1.3545, 0.7199], [1.0234, 0.2614, -0.3642]]
}

{
  "formula": "C4H7N2",
  "method": "ωB97M-V/def2-TZVPD",
  "homo_lumo_gap_ev": [8.522, 8.519],
  "total_energy_ev": -7228.2826,
  "charge": 1,
  "e_lumo_ha": [-0.2416, -0.2417],
  "elements": ["N", "C", "H", "H", "C", "N", "H", "H", "C", "H", "H", "H", "C"],
  "coordinates": [[-0.6556, 0.7594, 0.3064], [-1.9602, 0.4476, -0.3660], [-0.5021, -1.7424, -0.8463], [2.0318, -0.0236, 1.0796], [1.7288, 0.6042, 0.1804], [0.4534, 0.0713, -0.1528], [1.8646, 1.6884, 0.4129], [-1.8927, 0.4412, -1.4969], [-0.0361, -1.2826, 0.0857], [2.4710, 0.3039, -0.6588], [0.3047, -2.0051, 0.7769], [-2.5339, 1.2034, 0.1282], [-1.2737, -0.4656, 0.5506]]
}

{
  "formula": "C4H7N2",
  "method": "ωB97M-V/def2-TZVPD",
  "homo_lumo_gap_ev": 11.081,
  "total_energy_ev": -7230.0556,
  "charge": 1,
  "e_lumo_ha": -0.1885,
  "elements": ["H", "C", "H", "C", "N", "C", "H", "C", "H", "N", "H", "H", "H"],
  "coordinates": [[-3.5766, 0.1259, 0.0249], [-0.3060, 0.0085, 0.8884], [1.6482, -1.5935, -0.2179], [1.4506, -0.6638, -0.7189], [-1.3200, 0.2306, 0.2277], [1.0536, 0.3246, 0.3954], [1.8192, 0.3098, 1.2354], [-2.6111, 0.3489, -0.2185], [0.6168, -0.6091, -1.4007], [-1.7911, 0.7786, -1.0446], [-0.4372, -0.4762, 1.8020], [2.3022, -0.1819, -1.0050], [1.1515, 1.3977, 0.0318]]
}

{
  "formula": "C4H7N2",
  "method": "ωB97M-V/def2-TZVPD",
  "homo_lumo_gap_ev": 10.854,
  "total_energy_ev": -7229.1071,
  "charge": 1,
  "e_lumo_ha": -0.1305,
  "elements": ["C", "H", "C", "H", "C", "C", "N", "H", "N", "H", "H", "H", "H"],
  "coordinates": [[0.6724, -0.7924, -0.5674], [1.2799, 0.1369, 1.1758], [-1.0514, -0.0231, -0.6386], [-0.4781, -1.1773, 1.1526], [0.5918, 0.8282, -0.5569], [-0.5897, -1.2185, 0.1117], [-0.6959, 1.1821, 0.1010], [-0.5575, 1.0675, 1.0696], [1.4995, 0.0724, 0.1948], [1.0230, -1.2610, -1.5389], [0.9980, 1.1448, -1.4624], [-1.1748, -1.9827, -0.3350], [-1.1935, 1.9824, -0.2378]]
}

{
  "formula": "C4H7N2",
  "method": "ωB97M-V/def2-TZVPD",
  "multiplicity": 3,
  "homo_lumo_gap_ev": [7.085, 6.617],
  "total_energy_ev": -7225.9457,
  "charge": 1,
  "e_lumo_ha": [-0.2346, -0.2620],
  "elements": ["C", "H", "H", "C", "H", "C", "H", "C", "H", "N", "H", "H", "N"],
  "coordinates": [[2.4792, -0.3146, -0.5397], [0.5785, -1.4804, -0.0849], [-3.3295, 0.0749, -0.2826], [2.4654, 0.9716, -0.2422], [-1.5687, 1.5087, -0.4671], [1.4007, -0.8466, 0.2787], [2.9804, 1.8286, -0.4806], [-2.2982, -0.2752, 0.0190], [1.6933, -1.2128, 1.3023], [-1.2841, 0.5007, -0.5654], [-2.3039, -1.3640, -0.2727], [-2.0783, 0.0289, 1.0791], [1.2653, 0.5803, 0.2562]]
}

{
  "formula": "C4H7N2O",
  "method": "ωB97M-V/def2-TZVPD",
  "homo_lumo_gap_ev": [7.698, 7.693],
  "total_energy_ev": -9278.6551,
  "charge": 1,
  "e_lumo_ha": [-0.2231, -0.2232],
  "elements": ["H", "O", "C", "N", "H", "N", "H", "H", "H", "C", "H", "H", "C", "C"],
  "coordinates": [[-0.2623, 1.7645, -1.7949], [-2.2555, 0.7884, -1.0411], [0.2478, 0.2913, -0.2912], [0.1698, -2.3819, 0.8743], [1.4366, 1.4949, -1.4412], [-0.8356, -0.3922, 0.1534], [0.5209, -2.6676, -0.0541], [-2.9805, -0.6895, 0.3055], [0.4306, 2.4946, -0.3455], [0.4208, 1.5375, -0.9744], [0.4092, -2.8251, 1.7020], [1.2182, -0.1909, -0.0414], [-0.6748, -1.3744, 1.0661], [-2.1470, 0.0066, -0.1737]]
}

{
  "formula": "C4H7N2O2",
  "method": "ωB97M-V/def2-TZVPD",
  "multiplicity": 3,
  "homo_lumo_gap_ev": [7.049, 6.562],
  "total_energy_ev": -11325.4529,
  "charge": 1,
  "e_lumo_ha": [-0.1459, -0.3103],
  "elements": ["H", "N", "C", "H", "H", "N", "C", "H", "H", "H", "C", "H", "O", "O", "C"],
  "coordinates": [[2.1254, 0.5910, -0.4535], [-0.5483, 1.6116, 0.5796], [-2.1213, -0.1362, 0.2079], [0.8390, -0.6729, -1.2758], [-1.4456, -1.7248, -1.0456], [0.0571, -0.2717, -0.7079], [0.3593, 0.9467, -0.1072], [-2.5044, 1.6676, 1.2361], [3.0656, -0.6819, 0.8361], [-3.1213, -0.4959, 0.0258], [-1.7299, 1.0800, 0.8255], [2.3816, -1.6708, 0.3199], [1.5664, 1.3603, -0.3154], [2.2575, -0.7915, 0.3795], [-1.1812, -0.8116, -0.5049]]
}

{
  "formula": "C4H7N2O2S",
  "method": "ωB97M-V/def2-TZVPD",
  "homo_lumo_gap_ev": 9.145,
  "total_energy_ev": -22164.8585,
  "charge": 1,
  "e_lumo_ha": -0.1772,
  "elements": ["C", "H", "H", "C", "H", "H", "O", "H", "C", "N", "N", "C", "H", "S", "H", "O"],
  "coordinates": [[-1.9511, -0.0172, 0.0632], [-1.6713, 1.9681, 0.1986], [-0.4876, -1.4154, 0.1652], [0.2017, 1.2130, -0.0077], [-2.0741, -2.1067, 0.1355], [0.9137, -0.8465, -0.2142], [0.7368, 2.4126, -0.0560], [1.7931, 2.2948, 0.0807], [2.5740, 0.3646, 0.0497], [1.1745, 0.1543, -0.0524], [-1.4683, -1.2413, 0.0719], [-1.1742, 1.1179, 0.0253], [-3.0502, 0.0983, 0.0983], [3.3009, -1.2154, -0.0099], [4.5415, -0.7994, 0.1763], [3.1314, 1.4697, 0.1409]]
}

{
  "formula": "C4H7N2O3",
  "method": "ωB97M-V/def2-TZVPD",
  "homo_lumo_gap_ev": [6.401, 6.413],
  "total_energy_ev": -13368.6675,
  "charge": 1,
  "e_lumo_ha": [-0.2681, -0.2678],
  "elements": ["O", "C", "N", "C", "H", "H", "H", "C", "C", "O", "H", "H", "H", "N", "O", "H"],
  "coordinates": [[0.3476, 0.9807, -3.7158], [0.8035, -0.3794, 1.8899], [0.4201, -0.0415, -1.5766], [-0.7184, 0.5434, -1.8158], [0.7093, -1.2265, 3.8828], [-0.5089, -0.0226, 3.4228], [-1.5693, 0.7853, -1.1834], [0.2238, -0.6022, 0.7295], [0.0556, -0.9212, 3.0044], [-1.4695, 2.0224, -3.2926], [1.1316, 0.5874, -3.2571], [1.8947, 0.0013, 2.0855], [-0.8426, -0.9178, 0.6817], [-0.6993, 1.1409, -2.9714], [0.9083, -0.3873, -0.4367], [-0.6866, -1.5628, 2.5528]]
}

{
  "formula": "C4H7N2P",
  "method": "ωB97M-V/def2-TZVPD",
  "homo_lumo_gap_ev": 7.660,
  "total_energy_ev": -16527.7432,
  "e_lumo_ha": 0.0319,
  "elements": ["C", "H", "P", "H", "H", "H", "H", "C", "N", "H", "H", "C", "N", "C"],
  "coordinates": [[0.2426, -0.8622, -0.6789], [-2.3998, 0.9473, -0.1450], [1.8983, -0.2935, 0.1989], [0.4308, -1.7088, -1.4605], [2.0621, 2.0477, -0.5684], [1.8617, 1.8460, 1.1713], [-0.7063, 0.5434, -2.0941], [-1.6326, 0.2428, -0.1795], [-1.3888, -0.6488, 0.9052], [0.0677, -2.0525, 1.3023], [-1.7168, -0.4077, 1.8363], [-0.1378, -1.1160, 0.6555], [2.1326, 1.3967, 0.2458], [-0.7137, 0.0655, -1.1888]]
}

{
  "formula": "C4H7N2S",
  "method": "ωB97M-V/def2-TZVPD",
  "homo_lumo_gap_ev": 9.690,
  "total_energy_ev": -18068.6974,
  "charge": 1,
  "e_lumo_ha": -0.1315,
  "elements": ["C", "S", "H", "C", "H", "H", "H", "N", "C", "H", "N", "H", "H", "C"],
  "coordinates": [[-2.7581, -0.4166, 0.0305], [-1.6164, 0.9517, 0.0202], [3.3560, 0.9416, -0.1629], [0.6189, -0.7543, -0.0711], [0.1817, -1.7102, 0.0278], [-3.3794, -0.4408, -0.9085], [2.6068, -1.2795, -0.2923], [0.0022, 0.4296, 0.0400], [2.2621, 0.6880, 0.0267], [-3.3971, -0.6195, 0.8904], [1.9601, -0.6008, -0.0668], [-2.0228, -1.2024, 0.0410], [1.0325, 2.5825, 0.2871], [1.1534, 1.4307, 0.1378]]
}

{
  "formula": "C4H7N3",
  "method": "ωB97M-V/def2-TZVPD",
  "homo_lumo_gap_ev": [7.947, 7.946],
  "total_energy_ev": -8728.9288,
  "e_lumo_ha": [0.0371, 0.0371],
  "elements": ["N", "H", "N", "H", "C", "C", "H", "C", "C", "H", "H", "H", "N", "H"],
  "coordinates": [[-0.0999, -1.0969, -0.2854], [2.7039, 0.3049, -0.9345], [2.1921, -0.4242, -0.4544], [2.3429, -1.3546, -0.8249], [0.8640, -0.1548, -0.3121], [0.4275, 1.1024, -0.1690], [-2.5806, -1.6253, 1.6556], [-0.9237, -0.8811, 0.7184], [0.1496, 2.3312, -0.5151], [-0.6085, -0.4828, 1.6930], [0.7076, 2.8468, -1.2908], [-2.4066, -2.0046, -0.0520], [-2.1551, -1.4520, 0.7568], [-0.6133, 2.8910, 0.0146]]
}

{
  "formula": "C4H7N3",
  "method": "ωB97M-V/def2-TZVPD",
  "homo_lumo_gap_ev": [6.529, 6.534],
  "total_energy_ev": -8725.7527,
  "e_lumo_ha": [-0.0132, -0.0132],
  "elements": ["N", "H", "C", "H", "C", "C", "H", "N", "C", "H", "H", "H", "H", "N"],
  "coordinates": [[-0.0820, 0.1600, 0.4728], [2.2438, -1.5275, -0.9281], [-1.4708, 0.6622, -0.4997], [-2.3188, 1.0773, 0.0348], [1.1602, -0.2312, -0.0712], [2.1111, 0.8599, -0.2216], [-1.0153, -1.0578, 1.9653], [1.3268, -1.4198, -0.4979], [-1.1357, -0.8329, 0.8989], [-0.9872, -1.7195, 0.2874], [0.0016, 0.9500, 1.1035], [-0.9304, 1.4628, -1.0336], [-1.7725, -0.1138, -1.1948], [2.8692, 1.7303, -0.3159]]
}